Model 1:
Entry from OMol25: a cluster of 2 separate species, C3H9NO2 in total (ωB97M-V/def2-TZVPD).

The geometry in XYZ format:
```
15
Properties=species:S:1:pos:R:3
C -2.03 2.28 -0.13
N -0.63 2.05 0.15
H 1.33 -2.86 -1.84
H 0.04 2.31 -0.59
H -0.32 2.53 1.00
H -2.33 1.27 -0.53
H -2.16 2.94 -1.00
H -2.53 2.47 0.81
C 0.71 -1.52 0.53
C 1.90 -2.29 0.03
O 2.97 -2.22 0.57
O 1.81 -3.13 -1.04
H 0.25 -2.03 1.37
H 0.01 -1.25 -0.25
H 0.99 -0.53 0.90
```

Multiplicity ... 2
Net charge ... +1
HOMO energy (alpha / beta) ... -0.483 / -0.482 Ha
⟨S²⟩ ... 0.754
Gap between HOMO and LUMO (alpha / beta) ... 8.86 / 3.49 eV

Model 2:
Entry from OMol25: a cluster of 3 separate species, C3H9NO2 in total (ωB97M-V/def2-TZVPD).

The geometry in XYZ format:
```
15
Properties=species:S:1:pos:R:3
C -1.42 -0.95 -1.12
C -0.09 -0.94 -1.49
N 0.90 1.65 -0.17
H -1.42 -1.72 -0.39
H -2.27 -0.57 -1.71
H 0.66 2.55 0.40
H 0.31 -0.06 -2.00
H 0.02 -1.95 -1.84
H 1.40 0.93 0.47
H 1.65 2.14 -0.70
H 0.07 1.55 -0.79
O 1.22 -0.95 2.02
C -0.02 -0.70 2.30
O -0.88 -0.18 1.64
H -0.15 -0.78 3.41
```

Multiplicity ... 2
Net charge ... +1
HOMO energy (alpha / beta) ... -0.468 / -0.460 Ha
⟨S²⟩ ... 0.757
Gap between HOMO and LUMO (alpha / beta) ... 8.51 / 5.08 eV

What is the least stable structure shown above? It is model 2.